A single C2H2NPS molecule in a non-equilibrium geometry. Source: OMol25; level of theory: ωB97M-V/def2-TZVPD.

Element x y z (Å)
C (0.280, -0.687, 0.335)
C (0.281, 0.652, 0.512)
N (-0.282, -1.232, -0.717)
P (-1.065, -0.228, -1.744)
S (-0.729, 1.556, -0.859)
H (0.820, -1.411, 1.118)
H (0.695, 1.349, 1.356)

Multiplicity: 3
Orbital gap (spin up / spin down), eV: 7.038 / 7.196
M, Da: 103.1

Quick look at the Mulliken charges, all values in e: C 0.11; C -0.22; N -0.38; P 0.05; S -0.14; H 0.26; H 0.32